Entry 1:
DFT (ωB97M-V/def2-TZVPD) results for a structure of composition C11H24INO in a non-equilibrium geometry.

Results
2S+1: 1
Gap between HOMO and LUMO in eV: 6.3
Electronic energy in eV: -23431.3040
M in g mol⁻¹: 313.22
Total charge: 0
HOMO in eV: -6.18

Last column: natural (NBO) charge in e.
Cartesian coordinates (Å):
1 C 3.34 2.70 -0.75  -0.625
2 C 2.52 1.82 0.26  -0.058
3 O 2.17 0.56 -0.32  -0.549
4 C 1.71 -0.36 0.67  0.081
5 C 2.74 -1.62 0.63  -0.473
6 C 2.00 -2.73 -0.23  -0.287
7 N 0.78 -2.03 -0.71  -0.568
8 C 0.35 -1.10 0.39  -0.062
9 C -0.81 -0.26 -0.25  -0.419
10 C -2.23 -0.55 0.39  -0.395
11 C -3.19 0.62 -0.07  -0.212
12 C -4.60 0.13 -0.59  -0.618
13 C -3.43 1.69 1.07  -0.610
14 H 4.42 2.46 -0.72  0.224
15 H 2.92 2.63 -1.77  0.231
16 H 3.25 3.76 -0.41  0.201
17 H 1.58 2.38 0.50  0.155
18 H 3.13 1.74 1.20  0.171
19 H 1.84 0.00 1.72  0.216
20 H 3.81 -1.40 0.27  0.298
21 H 2.77 -2.05 1.67  0.180
22 H 2.68 -3.16 -0.98  0.288
23 H 1.76 -3.51 0.53  0.199
24 H 1.07 -1.45 -1.52  0.474
25 H 0.07 -2.71 -1.00  0.424
26 H 0.14 -1.76 1.26  0.226
27 H -0.91 -0.56 -1.32  0.208
28 H -0.64 0.84 -0.21  0.236
29 H -2.18 -0.64 1.50  0.205
30 H -2.66 -1.49 -0.04  0.200
31 H -2.69 1.14 -0.92  0.196
32 H -5.42 0.53 0.03  0.209
33 H -4.74 0.53 -1.62  0.216
34 H -4.70 -0.97 -0.67  0.205
35 H -4.40 2.21 0.88  0.213
36 H -2.60 2.42 1.03  0.212
37 H -3.53 1.19 2.06  0.206
38 I 3.67 -0.97 -1.93  -0.798

***

Entry 2:
DFT (ωB97M-V/def2-TZVPD) results for a cluster of 2 separate species, C2H7O2PS in total in a non-equilibrium geometry.

Results
2S+1: 1
Gap between HOMO and LUMO in eV: 8.4
Electronic energy in eV: -26404.6964
M in g mol⁻¹: 126.12
Total charge: 0
HOMO in eV: -9.20

Last column: natural (NBO) charge in e.
Cartesian coordinates (Å):
1 C 0.66 -1.99 0.24  -0.250
2 C 0.34 2.04 0.28  -0.243
3 O -0.69 -1.53 0.17  -0.833
4 O -0.38 0.90 0.58  -0.827
5 P -1.17 -0.13 -0.40  1.620
6 S -3.08 0.00 -0.23  -0.483
7 H 0.97 -2.38 -0.77  0.201
8 H 0.60 -2.82 0.85  0.198
9 H 1.24 -1.27 0.78  0.195
10 H -0.33 2.87 0.33  0.183
11 H 0.81 2.07 -0.72  0.193
12 H 1.00 2.20 1.11  0.196
13 H 0.04 0.04 -2.23  -0.152